Entry 1:
ORCA calculation (ωB97M-V/def2-TZVPD) on a molecular structure, C40H40AsCdClN5O.

Calculated values
Energy relative to the best compared isomer or geometry (same formula, charge and spin) in kJ/mol: 19.16
Frontier orbital gap in eV: 6.875
Total charge: +1
HOMO energy in Ha: -0.36499
Molecular weight in g/mol: 829.58
Spin multiplicity: 1

Last column: Mulliken charge in e.
Atoms and positions in Å:
Cd1 -0.008 0.403 1.003  6.187
As1 -0.873 0.370 -1.630  0.493
Cl1 6.832 2.979 1.638  -0.224
O1 1.319 1.832 0.043  -0.533
N1 -1.451 2.261 1.816  -0.399
N2 -0.669 -1.997 0.682  0.881
N3 1.845 -0.898 0.963  0.467
N4 0.865 1.587 3.119  -0.337
N5 -1.228 -0.326 2.987  -0.362
C1 -4.723 -0.331 -3.356  -0.775
C2 -2.458 0.443 3.192  -0.925
C3 2.727 -3.195 1.268  -1.002
C4 -1.872 -2.495 0.513  -0.400
C5 -0.283 -0.395 4.107  -0.986
C6 0.160 2.816 -2.815  -0.117
C7 0.445 0.933 4.361  -0.946
C8 1.299 -1.286 -2.431  -0.586
C9 -0.521 3.379 2.012  -0.646
C10 0.155 1.896 -5.432  -0.890
C11 2.526 2.044 0.422  -0.253
C12 -0.809 -2.380 -2.768  -0.091
C13 -2.267 1.956 2.995  -0.971
C14 -0.093 -1.260 -2.366  -0.005
C15 0.185 -4.244 0.904  1.349
C16 1.700 -2.299 1.051  0.179
C17 3.387 1.015 0.937  0.510
C18 -0.295 1.532 -3.092  0.607
C19 5.201 2.610 1.181  -0.048
C20 -0.275 1.070 -4.406  -0.427
C21 1.964 -2.419 -2.870  -0.702
C22 0.594 3.183 -5.151  -0.493
C23 -2.157 -3.868 0.521  -1.065
C24 -3.645 0.365 -0.914  -0.174
C25 1.242 -3.542 -3.252  -0.664
C26 -1.124 -4.738 0.717  -1.110
C27 -3.350 -0.180 -3.227  -0.391
C28 -0.144 -3.517 -3.208  -0.717
C29 0.604 3.638 -3.842  -0.736
C30 3.083 3.352 0.324  -0.711
C31 4.369 3.632 0.691  -0.674
C32 -2.792 0.164 -1.999  0.428
C33 3.021 -0.358 1.077  -0.186
C34 -5.559 -0.134 -2.265  -0.629
C35 -5.019 0.224 -1.040  -0.550
C36 4.722 1.339 1.289  -1.276
C37 0.595 3.027 3.029  -1.010
C38 2.519 -4.582 1.308  -1.099
C39 1.274 -5.109 1.126  -0.936
C40 0.380 -2.838 0.873  -0.857
H1 3.876 -0.994 1.307  0.016
H2 3.367 -5.232 1.482  0.446
H3 -6.629 -0.260 -2.369  0.392
H4 -1.285 -5.809 0.730  0.443
H5 1.295 0.729 5.017  0.472
H6 -1.495 -1.278 2.772  0.171
H7 -1.037 4.281 2.361  0.599
H8 -0.773 -0.703 5.038  0.466
H9 2.441 4.133 -0.065  0.473
H10 4.762 4.637 0.605  0.454
H11 -0.713 -4.385 -3.518  0.445
H12 -2.673 -1.777 0.356  0.183
H13 0.453 -1.160 3.846  0.375
H14 -0.217 1.597 4.914  0.376
H15 -3.169 -4.218 0.374  0.513
H16 -2.045 2.477 1.024  0.257
H17 0.967 4.632 -3.616  0.414
H18 3.045 -2.431 -2.920  0.490
H19 -3.176 0.084 2.450  0.397
H20 -3.212 0.636 0.045  -0.255
H21 -0.560 0.051 -4.629  0.225
H22 1.498 3.554 2.723  0.520
H23 1.104 -6.178 1.159  0.456
H24 -1.892 -2.370 -2.737  0.410
H25 -2.890 0.273 4.185  0.417
H26 -0.073 3.590 1.043  0.040
H27 -5.142 -0.607 -4.315  0.435
H28 0.158 1.526 -6.449  0.419
H29 1.862 -0.404 -2.139  0.362
H30 5.371 0.555 1.660  0.469
H31 0.182 3.158 -1.787  0.208
H32 0.327 3.413 4.015  0.511
H33 3.742 -2.854 1.411  0.506
H34 1.849 1.415 2.957  0.155
H35 -2.721 -0.326 -4.093  0.370
H36 0.946 3.821 -5.950  0.391
H37 -1.777 2.377 3.870  0.417
H38 1.757 -4.430 -3.595  0.405
H39 -3.255 2.420 2.940  0.513
H40 -5.665 0.396 -0.189  0.440

=====

Entry 2:
ORCA calculation (ωB97M-V/def2-TZVPD) on a molecular structure, C40H40BN8O3PReTe.

Calculated values
Energy relative to the best compared isomer or geometry (same formula, charge and spin) in kJ/mol: 23.78
Frontier orbital gap (alpha / beta) in eV: 6.206 / 5.868
Total charge: +1
HOMO energy (alpha / beta) in Ha: -0.35528 / -0.36647
Molecular weight in g/mol: 1036.41
Spin multiplicity: 3

Last column: Mulliken charge in e.
Atoms and positions in Å:
Re1 -0.157 -0.067 0.512  1.257
Te1 0.389 -2.177 -3.312  0.117
P1 1.979 -0.783 -2.200  -0.160
O1 1.631 -0.523 -0.756  -0.133
O2 2.207 0.623 -2.904  0.243
O3 3.378 -1.503 -2.392  -0.253
N1 1.591 0.897 1.554  -0.626
N2 -0.935 1.462 1.800  0.201
N3 1.823 2.105 0.968  1.376
N4 -0.531 2.728 1.510  0.314
N5 0.086 2.564 -0.893  0.544
N6 1.067 4.460 0.608  0.320
N7 -0.449 1.312 -1.040  0.222
N8 1.241 5.328 -0.423  -1.114
C1 -1.387 -3.793 -1.492  -0.895
C2 4.634 -0.846 -2.016  -0.279
C3 -4.897 -2.329 2.754  -1.005
C4 -4.594 0.081 -1.860  -0.664
C5 2.701 -3.668 1.488  -0.839
C6 -1.862 2.858 3.276  -1.740
C7 -2.654 -1.284 -1.290  1.322
C8 3.114 2.442 1.141  -0.048
C9 1.541 5.009 1.769  -0.401
C10 0.509 -3.071 2.341  0.799
C11 -1.715 1.535 2.881  -0.231
C12 1.497 -5.236 2.834  -0.760
C13 -2.653 -3.657 -1.964  -1.136
C14 2.621 -4.914 2.089  -0.754
C15 -0.742 2.431 -2.945  -1.950
C16 -4.600 -2.243 -2.446  -0.909
C17 3.734 1.444 1.867  -1.587
C18 -0.709 -2.262 2.470  -1.217
C19 -3.359 -0.051 -1.291  0.033
C20 -3.629 -0.133 1.682  0.410
C21 -4.994 -0.097 1.916  -1.140
C22 -1.098 3.580 2.380  -0.122
C23 -0.731 -2.686 -0.898  -1.277
C24 -3.535 -2.363 2.498  -0.988
C25 2.008 6.262 1.486  -1.069
C26 -0.085 3.246 -2.041  -0.306
C27 2.844 2.069 -4.744  -1.244
C28 -0.924 1.228 -2.288  0.070
C29 2.740 0.491 2.094  -0.671
C30 -1.376 -1.332 1.744  -0.143
C31 2.532 0.651 -4.326  -0.379
C32 0.468 -4.321 2.972  -1.194
C33 -3.304 -2.396 -1.901  1.217
C34 -5.637 -1.190 2.474  -0.732
C35 5.132 -1.321 -0.675  -0.889
C36 1.797 6.404 0.097  -0.369
C37 -2.850 -1.249 1.993  1.200
C38 -5.233 -1.034 -2.437  -1.066
C39 1.656 -2.762 1.613  0.221
C40 -1.345 -1.449 -0.717  0.182
B1 0.627 3.006 0.494  0.247
H1 3.579 -3.397 0.923  0.439
H2 1.686 0.250 -4.891  0.281
H3 1.749 -1.800 1.127  0.518
H4 3.575 2.515 -4.064  0.287
H5 -3.008 -3.292 2.674  0.618
H6 2.020 7.252 -0.534  0.481
H7 5.364 -2.387 -0.708  0.358
H8 2.799 -0.442 2.636  0.720
H9 0.266 4.261 -2.113  0.631
H10 -1.394 0.328 -2.643  0.538
H11 -6.222 -0.926 -2.866  0.416
H12 -6.703 -1.164 2.670  0.406
H13 -1.287 -2.606 3.321  1.139
H14 1.950 2.688 -4.743  0.289
H15 -2.897 0.816 -0.843  0.052
H16 3.398 0.008 -4.504  0.372
H17 -5.556 0.794 1.659  0.459
H18 -5.084 -3.113 -2.879  0.474
H19 0.241 -2.874 -0.456  0.677
H20 -3.162 0.732 1.244  0.672
H21 3.265 2.058 -5.751  0.407
H22 -2.457 3.238 4.093  0.455
H23 -5.084 1.048 -1.865  0.523
H24 -3.184 -4.502 -2.388  0.424
H25 5.338 -1.108 -2.800  0.447
H26 -2.124 0.649 3.338  0.759
H27 -0.865 -4.741 -1.555  0.500
H28 6.034 -0.768 -0.407  0.435
H29 -0.404 -4.586 3.560  0.424
H30 1.511 4.467 2.703  0.599
H31 1.421 -6.207 3.310  0.413
H32 3.508 3.374 0.761  0.588
H33 4.499 0.238 -2.023  0.241
H34 3.433 -5.625 1.983  0.425
H35 -1.053 2.670 -3.949  0.530
H36 2.446 6.973 2.169  0.471
H37 4.379 -1.137 0.087  -0.072
H38 -0.920 4.641 2.316  0.642
H39 -5.380 -3.206 3.170  0.448
H40 4.764 1.404 2.184  0.510